Record 1
{"formula": "C3H10N2Si", "method": "ωB97M-V/def2-TZVPD", "species": ["H", "C", "N", "N", "H", "H", "C", "H", "H", "C", "H", "H", "H", "H", "Si", "H"], "coordinates": [[3.113, -0.371, -0.476], [-2.169, -0.631, 0.646], [0.044, 2.360, -0.323], [-1.356, -0.195, -0.509], [-0.641, 3.063, -0.331], [-2.668, 0.165, 1.054], [1.401, -0.204, 0.774], [-2.063, -0.094, -1.226], [-1.608, -1.223, 1.401], [2.676, -0.503, 0.474], [3.315, -0.941, 1.222], [1.191, -0.678, 1.766], [0.826, 0.243, -1.739], [0.842, 2.893, -0.248], [0.241, 0.623, -0.463], [-2.857, -1.386, 0.316]], "smiles": "C=C[Si@H](N)NC", "total_energy_ha": -519.29923, "mol_weight_g_mol": 102.2, "relative_energy_kj_mol": 79.6}

=====

Record 2
{"formula": "C22H26Cl5N4OSiV", "method": "ωB97M-V/def2-TZVPD", "species": ["H", "C", "Cl", "H", "H", "H", "Cl", "C", "Cl", "H", "C", "H", "N", "C", "H", "H", "H", "C", "H", "N", "C", "C", "H", "C", "H", "H", "C", "H", "C", "C", "H", "C", "C", "N", "Cl", "Cl", "C", "H", "H", "C", "C", "O", "C", "H", "N", "C", "H", "H", "C", "C", "H", "H", "H", "C", "C", "H", "V", "H", "H", "Si"], "coordinates": [[0.692, 0.741, -3.123], [-2.328, 4.291, 2.198], [-1.522, -2.551, -4.716], [-1.272, 2.605, -4.401], [-2.216, 1.813, 4.405], [1.961, 1.214, 1.819], [-0.946, -1.103, -1.892], [2.652, -1.660, 4.583], [0.849, -4.040, -6.127], [0.426, 3.801, -3.166], [0.285, -1.872, -2.833], [2.316, 1.682, -1.689], [-0.306, 2.618, -4.754], [-3.118, 1.741, 3.805], [-3.416, 0.697, 3.774], [3.282, -1.603, 5.454], [-4.824, 1.297, 0.959], [-0.839, 0.789, 0.479], [-0.551, 1.675, -2.242], [1.331, 1.733, -1.436], [1.566, -1.787, -2.253], [0.978, -2.808, 3.280], [3.418, 0.171, 3.757], [0.647, 2.836, -3.627], [1.171, 2.587, -0.905], [-1.417, 4.397, 2.778], [1.800, -2.719, 4.422], [1.746, -3.506, 5.157], [-4.505, 2.330, 1.051], [0.052, -2.534, -4.029], [2.899, 0.176, 0.955], [1.038, -1.773, 2.310], [2.727, -0.649, 3.615], [0.261, -1.778, 1.192], [3.663, -4.061, -4.799], [4.176, -2.385, -2.197], [2.389, -3.174, -4.083], [1.663, 2.860, -4.030], [-0.232, 3.356, -5.467], [0.481, 1.683, -2.608], [1.936, -0.706, 2.494], [1.724, -1.113, -1.177], [2.619, -2.455, -2.915], [-4.403, 2.737, 0.051], [1.993, 0.266, 1.430], [0.107, -3.888, 3.032], [0.048, -4.700, 3.737], [-3.899, 2.285, 4.332], [-0.643, -3.883, 1.880], [1.111, -3.189, -4.663], [-0.121, 1.711, -5.204], [-1.309, -4.697, 1.641], [-5.305, 2.874, 1.543], [-0.545, -2.807, 0.997], [-1.624, 1.496, 1.093], [-1.154, -2.800, 0.101], [0.650, -0.322, 0.010], [-2.165, 4.756, 1.231], [-3.096, 4.868, 2.704], [-2.900, 2.478, 2.064]], "charge": 2, "total_energy_ha": -4682.18411, "mol_weight_g_mol": 618.8, "relative_energy_kj_mol": 103.1, "multiplicity": 3}

=====

Record 3
{"formula": "C45H110N10O5", "method": "ωB97M-V/def2-TZVPD", "species": ["C", "H", "C", "H", "H", "C", "H", "C", "H", "H", "H", "H", "N", "H", "H", "H", "C", "O", "H", "H", "H", "H", "H", "C", "H", "C", "H", "H", "H", "H", "C", "N", "C", "C", "H", "H", "H", "H", "H", "H", "H", "C", "H", "H", "H", "H", "C", "C", "N", "H", "H", "H", "C", "H", "H", "H", "C", "H", "C", "H", "H", "H", "H", "H", "H", "H", "N", "H", "H", "H", "C", "H", "H", "C", "H", "H", "H", "C", "H", "O", "H", "C", "H", "C", "C", "C", "H", "H", "H", "N", "H", "H", "H", "N", "H", "H", "H", "H", "H", "N", "C", "H", "O", "H", "H", "H", "N", "H", "H", "H", "H", "C", "C", "C", "C", "H", "H", "N", "H", "H", "H", "H", "H", "H", "H", "H", "H", "H", "C", "H", "H", "C", "H", "H", "H", "H", "H", "H", "H", "C", "C", "H", "C", "H", "O", "H", "H", "H", "H", "N", "H", "C", "C", "C", "H", "H", "C", "H", "O", "C", "C", "H", "C", "C", "H", "C", "C", "C", "H", "C"], "coordinates": [[9.625, -10.414, 2.827], [11.853, -14.794, -1.621], [5.744, -14.872, 7.553], [7.663, -10.161, 0.245], [4.374, -7.742, 6.332], [5.698, -1.958, 5.963], [0.885, -5.744, 3.651], [5.392, -3.372, 5.484], [9.276, -12.635, 0.135], [1.625, -10.593, 2.804], [11.164, -10.551, 8.497], [5.458, -15.062, 0.905], [3.667, -14.118, 1.143], [14.113, -9.082, -0.653], [4.334, -8.982, 0.912], [8.726, -6.939, -0.185], [9.463, -15.742, -0.916], [7.031, -4.147, -2.099], [6.497, -9.103, 2.144], [6.338, -1.746, 6.819], [11.818, -7.316, 1.601], [6.253, -15.377, 8.374], [9.880, -8.156, 8.235], [7.491, -7.458, 4.000], [4.775, -1.469, 6.276], [2.313, -3.348, 6.004], [1.288, -5.989, 1.889], [8.440, -5.299, 0.591], [7.665, -6.739, 3.199], [9.312, -9.578, 7.333], [8.398, -8.622, 3.976], [10.041, -14.568, -0.507], [9.513, -9.178, 8.327], [13.305, -9.743, -0.339], [6.861, -12.655, 5.380], [6.234, -11.072, 0.982], [12.931, -11.852, 0.033], [4.858, -3.237, 4.544], [12.389, -9.375, 2.742], [14.217, -11.736, -1.106], [12.565, -11.033, 10.276], [7.279, -10.774, 1.061], [9.715, -3.421, 4.337], [1.903, -9.743, 0.613], [2.043, -14.410, -0.123], [3.860, -7.619, 1.852], [4.032, -6.790, 6.738], [9.645, -7.758, 11.306], [7.099, -5.996, -0.915], [3.065, -4.620, 7.753], [10.420, -4.840, 3.668], [8.523, -9.112, 8.778], [7.201, -9.908, 2.355], [12.159, -10.373, 11.725], [10.110, -16.300, -1.611], [9.092, -7.623, 10.376], [3.508, -8.590, 1.505], [10.615, -9.212, 12.421], [6.380, -7.202, -0.404], [4.509, -6.552, 7.689], [2.948, -6.699, 6.797], [14.453, -8.713, 3.866], [10.764, -7.970, -0.693], [-1.143, -10.024, 1.857], [8.394, -14.063, 0.666], [9.199, -4.973, 4.901], [1.007, -8.720, 2.140], [6.298, -3.890, 5.171], [10.052, -12.399, 3.793], [4.943, -14.249, 7.950], [10.086, -4.409, 4.612], [11.992, -14.838, 0.119], [12.555, -9.845, -1.125], [12.394, -3.944, 5.200], [11.704, -13.279, -0.823], [6.222, -7.322, 0.667], [6.605, -14.315, 4.747], [3.137, -14.501, -0.042], [5.294, -15.713, 7.024], [8.307, -16.098, -0.708], [5.510, -7.449, -1.014], [8.454, -5.893, -0.323], [3.632, -3.108, 7.834], [9.389, -13.673, 0.447], [11.415, -5.795, 6.277], [4.517, -5.626, 5.806], [9.640, -10.830, 1.820], [1.562, -2.766, 6.539], [12.287, -7.320, -1.303], [11.250, -4.614, 5.422], [10.522, -7.114, 11.237], [7.803, -6.860, 4.857], [11.619, -12.823, 11.896], [12.727, -9.161, 0.843], [4.112, -5.702, 4.797], [1.629, -8.004, 0.374], [15.423, -8.777, 2.221], [2.513, -14.010, 2.907], [10.087, -11.891, 11.942], [4.596, -4.283, 6.356], [14.490, -8.688, 2.777], [-0.736, -11.598, 2.642], [12.602, -2.922, 4.434], [9.262, -9.916, 11.614], [13.572, -10.532, 2.244], [6.631, -10.429, 3.125], [6.734, -14.203, 6.780], [5.426, -5.539, -1.831], [9.875, -13.735, 1.420], [10.712, -12.681, 10.450], [9.681, -11.141, 4.824], [11.672, -10.844, 10.871], [1.981, -8.760, 1.077], [11.479, -14.339, -0.703], [7.963, -13.839, 7.291], [8.370, -11.759, 4.005], [12.295, -5.897, 6.913], [10.939, -9.718, 10.360], [6.937, -8.138, -0.426], [2.731, -2.808, 5.155], [9.691, -11.108, 9.150], [5.777, -13.386, 1.290], [9.453, -8.357, 4.042], [1.640, -4.070, 5.544], [10.539, -9.824, 2.767], [3.563, -9.322, 2.311], [5.292, -13.442, 5.422], [5.496, -5.926, 5.434], [1.460, -6.308, 2.917], [1.860, -13.028, 1.630], [13.182, -4.342, 5.858], [2.796, -13.366, 2.074], [7.948, -11.627, 0.953], [8.248, -9.079, 4.954], [6.184, -1.379, 5.178], [5.039, -14.403, 2.564], [9.001, -5.263, -1.024], [11.236, -6.244, -0.477], [-0.202, -11.083, 1.002], [0.705, -10.008, 2.804], [5.100, -14.216, 1.492], [0.322, -9.988, 3.824], [10.973, -12.132, 11.355], [14.426, -7.648, 2.457], [8.826, -13.134, 6.720], [6.444, -7.750, 4.070], [9.240, -7.432, 12.264], [10.639, -6.061, 6.994], [0.508, -7.890, 4.104], [8.487, -9.444, 2.727], [11.504, -6.706, 5.684], [12.399, -7.762, 0.793], [10.338, -10.231, 9.131], [10.067, -9.193, 11.479], [8.116, -14.234, 8.307], [2.111, -8.201, 3.913], [11.578, -7.279, -0.476], [14.496, -11.222, 0.586], [3.759, -15.121, -0.905], [6.437, -5.146, -1.646], [1.264, -7.859, 3.319], [2.523, -6.172, 3.115], [3.415, -3.850, 7.066], [13.785, -11.233, -0.240], [3.368, -12.468, 2.308], [-0.370, -10.771, 2.033], [6.362, -13.610, 5.542], [9.418, -11.513, 3.835], [13.316, -7.174, 0.810], [13.321, -9.473, 2.186]], "smiles": "CCN(CC)CC.CCN(CC)CC.CCN(CC)CC.CCN(CC)CC.CCN(CC)CC.CN(C)C=O.CN(C)C=O.CN(C)C=O.CN(C)C=O.CN(C)C=O", "total_energy_ha": -2703.95911, "mol_weight_g_mol": 871.4, "relative_energy_kj_mol": 1083.2}

=====

Record 4
{"formula": "C20H25F6HfN6O4S2", "method": "ωB97M-V/def2-TZVPD", "species": ["H", "C", "H", "H", "C", "C", "H", "C", "H", "F", "C", "C", "F", "C", "N", "H", "C", "H", "S", "H", "H", "H", "N", "H", "C", "C", "O", "C", "Hf", "C", "H", "H", "H", "F", "H", "C", "H", "C", "H", "N", "F", "O", "C", "F", "H", "H", "C", "C", "C", "H", "C", "H", "O", "H", "F", "O", "H", "S", "H", "N", "N", "H", "N", "C"], "coordinates": [[1.017, -1.540, 1.538], [0.218, 1.362, 3.048], [2.269, 4.761, -0.701], [-1.168, 2.995, 2.890], [3.748, 1.739, -1.020], [3.236, -4.508, -1.699], [-0.007, -2.939, -0.303], [0.922, -3.373, -0.681], [1.025, -0.558, 3.610], [-4.570, 1.130, -1.452], [-2.138, -0.309, 2.226], [0.305, -0.173, 2.888], [-3.896, 3.184, -1.299], [1.013, -4.751, -0.784], [2.832, -0.434, -1.008], [1.737, -0.101, 1.410], [-1.196, 1.935, 3.142], [2.255, -6.389, -1.389], [-2.238, 1.620, -2.499], [4.131, -4.961, -2.103], [-2.775, -0.587, 0.278], [-0.931, -1.944, 2.956], [-1.948, -0.826, 0.830], [0.820, 1.685, 3.900], [2.370, 3.683, -0.731], [0.016, -0.448, -4.090], [-1.539, 2.709, -3.061], [1.237, 2.879, -0.570], [-0.149, -0.141, -0.597], [-2.180, 1.236, 2.209], [-3.198, 1.598, 2.370], [-1.786, 1.033, 5.016], [4.484, 3.753, -1.083], [0.508, 0.390, -3.093], [-2.626, 2.403, 4.643], [-1.029, -0.865, 3.110], [-1.312, -0.789, 4.163], [2.613, 0.948, -0.857], [0.680, 1.846, 2.182], [1.814, -1.168, -0.938], [-4.586, 2.411, -3.210], [-1.700, 1.176, -1.142], [-3.976, 2.131, -2.091], [-0.084, 0.229, -5.192], [3.976, -2.501, -1.915], [-1.976, -1.847, 0.877], [3.618, 3.120, -0.949], [1.322, 1.492, -0.606], [1.991, -2.575, -1.082], [-1.073, 2.508, 5.180], [3.158, -3.130, -1.596], [0.188, -5.380, -0.479], [-2.213, -1.985, -4.172], [4.703, 1.271, -1.220], [0.826, -1.470, -4.198], [-1.175, -1.329, -2.025], [-3.094, -0.691, 2.587], [-1.634, -0.951, -3.422], [-1.924, 1.607, 1.211], [-1.704, 1.957, 4.588], [-2.473, 0.354, -3.384], [0.275, 3.364, -0.442], [0.819, -0.535, 1.526], [2.176, -5.314, -1.296]], "charge": 3, "total_energy_ha": -2849.30568, "mol_weight_g_mol": 770.1}

=====

> Which formula does entry 2 have?

C22H26Cl5N4OSiV